# C2H7O2Tb

C2H7O2Tb as an isolated structure at a distorted geometry (wB97M-V/def2-TZVPD, the OMol25 dataset).

```
12
Properties=species:S:1:pos:R:3:forces:R:3:lowdin_charge:R:1
C 0.886823 -1.969040 0.018913 1.003 -1.478 -0.517 -0.357
H 1.369635 -2.437126 0.900704 0.612 2.878 1.897 0.063
H -0.126421 -2.277529 0.339604 0.080 -1.544 -1.983 -0.032
H 1.746758 -2.385899 -0.525269 -1.424 -2.119 -1.316 0.098
O -0.323258 1.345658 0.797607 -2.128 -0.003 -1.608 -0.737
Tb -0.889534 -0.552840 1.905766 0.318 1.985 -0.731 1.046
H 1.348733 0.034746 -0.416687 -2.750 -2.956 -1.037 0.183
O 0.709819 -0.797273 -0.741296 2.550 4.488 2.570 -0.206
C -1.029807 2.064103 -0.357387 0.860 0.187 2.034 -0.218
H -0.322373 2.342227 -1.161846 -0.211 -0.498 0.388 0.057
H -1.942060 1.612363 -0.795227 0.689 -0.638 0.282 0.051
H -1.428315 3.020610 0.035118 0.402 -0.303 0.021 0.052
```
Positions in Å, forces in eV/Å.

Properties
total charge = 0
multiplicity = 7
energy relative to the best compared isomer or geometry (same formula, charge and spin) = 0.00 kJ/mol

***

# C9H11B

A 2-piece molecular cluster, C9H11B overall at a distorted geometry (wB97M-V/def2-TZVPD, the OMol25 dataset).

```
21
Properties=species:S:1:pos:R:3:forces:R:3:lowdin_charge:R:1
B 1.790584 2.723254 -0.921232 -0.727 -2.053 0.973 0.280
C -3.077805 -0.252576 0.163190 -2.262 0.496 1.657 -0.136
C -2.376579 -0.918902 -0.799063 1.354 0.021 -1.252 -0.097
C -2.444647 0.550226 1.138958 0.100 -1.445 -0.477 -0.076
C -0.990255 -0.665579 -0.886651 0.290 0.820 0.790 -0.016
C -1.025985 0.612758 1.187455 -2.353 0.325 -1.088 -0.013
C -0.299279 0.115049 0.087220 -2.833 -1.276 0.025 -0.279
C 2.212186 -0.255270 0.004516 1.453 -2.666 -0.199 -0.167
C 1.062196 0.288109 -0.101883 0.933 4.645 -0.733 -0.095
C 2.343113 -1.787520 0.260385 -0.015 1.654 -3.523 -0.059
H 1.158688 3.372960 -0.188595 -0.177 0.552 0.056 -0.069
H 2.684051 2.996447 -1.651123 -0.097 -0.193 -0.061 -0.054
H -4.235135 -0.373564 0.290845 2.336 0.170 -0.569 0.133
H -2.918113 -1.533406 -1.520300 0.406 0.083 0.116 0.102
H -3.205018 0.916020 1.843893 1.213 0.365 0.203 0.100
H -0.237336 -0.908607 -1.629279 -0.955 -0.853 -0.659 0.112
H -0.593888 1.183257 1.958790 0.807 0.511 0.754 0.091
H 3.133313 0.302777 -0.052129 0.127 -0.084 -0.370 0.078
H 2.008541 -1.874694 1.201554 -0.254 -1.159 3.789 0.028
H 3.327662 -2.070391 -0.041412 0.814 -0.453 0.732 0.060
H 1.683715 -2.420353 -0.345135 -0.160 0.542 -0.164 0.076
```
Positions in Å, forces in eV/Å.

Properties
total charge = 0
energy relative to the best compared isomer or geometry (same formula, charge and spin) = 584.54 kJ/mol

***

# C2H10N3O

A 2-piece molecular cluster, C2H10N3O overall at a distorted geometry (wB97M-V/def2-TZVPD, the OMol25 dataset).

```
16
Properties=species:S:1:pos:R:3:forces:R:3:lowdin_charge:R:1
C -0.700851 0.783823 0.291409 1.218 -0.009 -0.154 -0.220
C 0.030787 -0.536820 0.185433 0.151 1.338 0.078 -0.286
N 0.006581 0.283200 -1.088655 -1.089 0.482 0.641 0.175
N -0.631473 -1.727831 0.000863 0.952 -1.620 1.085 0.107
N -2.010802 1.089081 0.318663 -1.930 -2.243 0.122 0.099
O 2.800657 -0.130176 0.102360 1.829 -3.560 -1.217 -0.041
H -0.181859 1.666462 0.633551 0.985 -0.374 0.054 0.153
H 1.044220 -0.557219 0.580260 -0.450 -0.225 0.051 0.115
H 0.663791 0.854083 -1.543086 1.602 0.559 -0.228 0.132
H -0.700153 -0.033610 -1.702733 -0.736 -0.520 -0.860 0.135
H -0.210863 -2.592485 0.459308 -1.180 1.841 -0.873 0.158
H -1.613478 -1.580829 0.060943 -0.732 -0.969 0.229 0.075
H -2.734218 0.312264 0.436770 1.208 2.210 -0.234 0.152
H 2.775793 0.665721 0.545576 0.430 2.778 1.641 0.005
H -2.213759 2.080455 0.397406 -0.620 -0.717 0.062 0.120
H 3.675624 -0.576126 0.321930 -1.636 1.029 -0.396 0.119
```
Positions in Å, forces in eV/Å.

Properties
total charge = +1
energy relative to the best compared isomer or geometry (same formula, charge and spin) = 289.93 kJ/mol

***

# C30H44BeBrClN2P2

C30H44BeBrClN2P2 as an isolated structure at a distorted geometry (wB97M-V/def2-TZVPD, the OMol25 dataset).

```
81
Properties=species:S:1:pos:R:3:forces:R:3:lowdin_charge:R:1
N 1.834165 -0.669136 -7.562895 0.064 0.001 -0.437 0.072
C 2.547417 -1.337098 -6.661658 -0.051 0.417 0.510 -0.118
C 2.388651 -1.133947 -5.286934 -0.215 0.227 -0.227 -0.001
C 1.411789 -0.213820 -4.825849 0.061 -0.190 -0.604 -0.208
C 0.719009 0.530403 -5.813898 0.240 -0.445 -0.339 -0.005
C 0.956939 0.251660 -7.162162 0.269 0.159 0.798 -0.115
C 0.949579 -0.279803 -3.454385 0.837 -0.367 -1.469 -0.073
Be 0.170068 0.376039 -1.656279 0.515 1.713 0.145 0.132
P -2.909041 -0.268667 1.353284 0.109 -2.141 -0.826 1.232
C -0.439798 0.036613 -3.159734 -1.129 -0.222 0.767 -0.307
C -1.476612 -1.032500 -3.180886 -0.114 -0.011 -1.032 -0.229
C -2.739414 -0.730529 -3.737253 0.257 -0.481 0.541 -0.037
C -3.796211 -1.627650 -3.622178 0.077 -0.138 0.395 -0.112
C -3.588773 -2.848577 -2.952746 1.420 1.074 -0.379 -0.766
C -2.286733 -3.240288 -2.602575 -0.212 0.455 0.148 -0.120
C -1.229813 -2.333671 -2.731663 -0.690 -0.062 -0.019 -0.057
Br -5.019251 -3.848410 -2.395219 -1.060 -0.858 0.203 0.821
H 1.556749 -0.915713 -2.799434 -0.331 -0.048 -0.457 0.103
H -0.807384 0.980825 -3.593234 0.175 -0.568 -0.272 0.089
H 2.961300 -1.746857 -4.598367 -0.077 0.112 0.066 0.111
H -0.040225 1.265017 -5.563608 0.124 -0.121 0.060 0.103
H 3.288952 -2.047192 -7.043018 -0.355 0.196 0.148 0.120
H 0.429875 0.809492 -7.936704 0.098 -0.228 0.119 0.116
H -2.886049 0.222298 -4.236885 -0.016 -0.070 0.061 0.114
H -0.226546 -2.660004 -2.474189 -0.044 0.074 -0.044 0.110
H -4.785993 -1.350792 -3.996145 0.320 -0.230 0.155 0.116
H -2.097563 -4.216499 -2.158886 -0.169 0.125 -0.191 0.111
P -0.037222 2.565410 -1.335540 0.387 0.264 0.120 1.014
C -3.298092 -2.072288 1.375640 -0.340 -0.066 0.982 -0.341
C -4.769699 -2.393484 1.691350 -0.338 0.120 0.078 -0.122
H -2.644315 -2.536056 2.132370 -0.174 0.162 -0.218 0.086
H -3.041393 -2.495996 0.392740 0.143 0.372 0.060 0.085
H -4.936448 -3.473598 1.630991 0.070 0.217 -0.062 0.089
H -5.052526 -2.073771 2.704501 0.162 -0.062 -0.295 0.085
H -5.456661 -1.906208 0.983267 0.227 -0.216 0.155 0.069
C -3.331866 0.197721 -0.356247 0.056 0.722 -0.121 -0.357
C -4.671988 0.959504 -0.350385 -0.247 0.216 0.057 -0.120
H -3.416263 -0.714896 -0.961076 0.138 0.000 0.249 0.077
H -2.526106 0.806078 -0.792698 -0.184 -0.182 0.154 0.041
H -4.894965 1.366482 -1.342730 0.105 -0.164 0.159 0.090
H -5.501522 0.299659 -0.063856 0.229 0.151 -0.102 0.078
H -4.657620 1.793745 0.363748 -0.004 -0.131 -0.230 0.079
C -1.223448 -0.137338 2.015709 0.270 0.711 -0.081 -0.375
C -1.214250 0.045176 3.543136 -0.050 0.005 0.329 -0.108
H -0.702007 0.702130 1.534033 -0.201 -0.211 0.019 0.059
H -0.701327 -1.060094 1.750762 -0.348 0.149 -0.043 0.021
H -0.345004 0.638203 3.843313 -0.165 -0.109 -0.067 0.088
H -2.112257 0.570893 3.876696 0.190 -0.012 0.153 0.073
H -1.153408 -0.912682 4.072370 -0.131 0.185 -0.185 0.087
C 0.551447 2.993272 0.349103 0.075 0.068 -0.047 -0.388
C 0.882436 4.466571 0.574471 0.115 0.252 0.366 -0.125
H 1.424019 2.355029 0.545288 -0.209 0.238 0.106 0.055
H -0.228266 2.673402 1.054181 0.045 0.017 -0.182 0.068
H 1.928329 4.686386 0.338077 -0.211 -0.021 -0.074 0.085
H 0.249621 5.138939 -0.015087 0.094 -0.104 0.154 0.067
H 0.732922 4.719531 1.630086 0.077 0.037 -0.225 0.087
C -1.703311 3.348051 -1.408445 -0.065 -0.111 0.364 -0.358
C -2.281222 3.652489 -2.789661 -0.306 0.062 -0.139 -0.113
H -1.628437 4.279204 -0.827986 0.064 -0.205 -0.124 0.092
H -2.380879 2.691540 -0.845871 0.058 0.334 -0.078 0.046
H -1.544751 4.110300 -3.456908 -0.243 -0.052 0.126 0.065
H -2.696006 2.763282 -3.282532 0.203 0.141 0.114 0.068
H -3.105297 4.370838 -2.670470 0.234 -0.237 -0.109 0.093
C 0.930016 3.623927 -2.493820 -0.056 -0.047 -0.099 -0.357
C 2.380274 3.210789 -2.717275 0.268 0.030 -0.104 -0.126
H 0.883296 4.655155 -2.113219 -0.086 -0.254 -0.086 0.095
H 0.399240 3.625292 -3.455553 0.120 -0.108 0.252 0.079
H 2.828315 3.866770 -3.478735 -0.078 -0.223 0.300 0.095
H 2.977112 3.311859 -1.802775 -0.055 -0.016 -0.127 0.072
H 2.468027 2.181529 -3.088097 -0.067 0.155 0.073 0.059
Cl 0.635282 -3.411051 1.969541 0.109 0.192 -0.265 0.766
C 1.366037 -2.087284 1.121046 0.336 -0.161 0.135 -0.626
C 2.544412 -1.512662 1.614141 -0.523 0.548 -1.056 -0.008
C 3.046528 -0.400958 0.918402 -0.107 -0.386 0.158 0.009
C 2.355235 0.112808 -0.168136 -0.551 -0.273 -0.075 -0.071
N 1.188276 -0.436589 -0.607023 0.098 -0.899 1.418 -0.006
C 0.725615 -1.571828 -0.000839 0.642 0.871 0.174 -0.115
H 3.018798 -1.911317 2.496738 0.114 -0.020 0.050 0.129
H 3.964244 0.084997 1.230470 -0.083 -0.099 -0.002 0.133
H 2.713252 1.002470 -0.698257 -0.199 -0.419 0.131 0.121
H -0.204934 -2.015053 -0.360746 0.292 0.195 -0.061 0.111
```
Positions in Å, forces in eV/Å.

Properties
total charge = +2
energy relative to the best compared isomer or geometry (same formula, charge and spin) = 0.00 kJ/mol

***

# CNO4

An isolated ion of composition CNO4 and charge -1 at a distorted geometry (wB97M-V/def2-TZVPD, the OMol25 dataset).

```
6
Properties=species:S:1:pos:R:3:forces:R:3:lowdin_charge:R:1
O 1.193752 -0.456657 1.031160 0.778 -0.121 -0.820 -0.012
C 0.834362 -0.019054 -0.068103 0.988 -0.001 2.146 -0.682
O 1.339126 0.480542 -1.056493 -0.668 -0.383 -0.002 0.024
N -0.732764 -0.033766 0.042840 -1.087 0.621 -2.499 -0.359
O -1.376846 -0.720549 -0.745041 0.171 -0.393 0.325 0.002
O -1.257630 0.749484 0.795636 -0.182 0.276 0.850 0.028
```
Positions in Å, forces in eV/Å.

Properties
total charge = -1
SMILES string = O=C([O-])[N+](=O)[O-]
energy relative to the best compared isomer or geometry (same formula, charge and spin) = 9.38 kJ/mol

***

# H56O28

A 28-piece molecular cluster, H56O28 overall at a distorted geometry (wB97M-V/def2-TZVPD, the OMol25 dataset).

```
84
Properties=species:S:1:pos:R:3:forces:R:3:lowdin_charge:R:1
O -2.859261 -12.879074 0.375183 0.060 0.652 0.532 -0.054
H -2.127604 -12.295120 0.175422 0.282 0.325 -0.044 0.067
H -2.663591 -13.682531 -0.106894 -0.077 -1.268 -0.599 0.012
O -5.451626 -15.697935 8.295773 0.170 0.833 -0.009 -0.028
H -5.898067 -15.294065 9.039963 -0.146 0.421 0.256 0.088
H -4.521472 -15.641746 8.514607 0.430 -0.265 0.043 0.087
O -6.194012 -16.489557 -0.398623 -0.377 0.540 -0.589 -0.045
H -6.456163 -17.212052 0.171905 -0.203 -0.505 0.036 0.006
H -6.062020 -15.750537 0.195241 0.114 0.481 0.135 0.002
O -7.853136 -11.832759 4.490665 -0.772 0.214 -0.280 -0.056
H -6.977242 -12.181228 4.656785 0.500 -0.367 0.335 -0.018
H -7.772484 -10.893022 4.653861 -0.006 0.293 -0.170 0.042
O -5.771223 -13.252941 5.364165 0.223 0.154 -0.097 -0.023
H -5.547411 -13.322121 6.292254 -0.048 0.039 0.249 0.063
H -5.475649 -14.080066 4.983727 0.175 -0.482 -0.065 0.021
O -9.977867 -19.825344 3.868290 -0.032 -0.391 -0.299 -0.051
H -10.526626 -20.074159 4.612048 -0.173 -0.006 0.111 0.027
H -9.444725 -19.100703 4.195214 0.156 0.404 0.153 -0.004
O -3.623768 -17.070742 1.401605 0.280 0.171 0.049 -0.050
H -4.125678 -16.476507 1.959459 -0.690 0.029 0.521 0.021
H -3.329939 -17.763993 1.992630 0.286 -0.482 0.269 0.020
O -5.685308 -14.245710 1.235011 -0.092 -0.184 0.271 -0.011
H -6.283292 -13.498939 1.203814 -0.256 0.251 -0.060 0.073
H -4.811836 -13.854802 1.212834 0.507 0.402 -0.131 0.041
O -3.121284 -19.238424 3.165388 0.082 0.267 0.025 -0.020
H -3.959472 -19.665439 3.342338 -0.351 -0.134 0.097 0.063
H -2.464275 -19.898527 3.386404 0.277 -0.187 -0.079 0.066
O -6.152675 -18.749922 1.040663 -0.159 -0.461 0.365 -0.043
H -5.843658 -18.368208 1.862260 -0.057 0.525 0.353 0.023
H -5.994401 -19.688932 1.137807 0.088 -0.318 -0.203 0.070
O -7.240268 -17.528691 8.272279 -0.683 -0.453 -0.124 -0.040
H -6.534603 -16.895281 8.402880 0.593 -0.139 0.046 -0.042
H -7.778117 -17.454701 9.060615 -0.304 -0.211 0.115 0.060
O -2.738486 -15.498767 -0.462298 0.427 1.334 -0.678 -0.037
H -1.870924 -15.903102 -0.453079 0.138 -0.228 -0.096 0.061
H -3.191499 -15.885546 0.286976 -0.067 -0.652 0.188 -0.022
O -7.555963 -20.656294 6.182519 0.577 -0.570 0.191 -0.070
H -8.180384 -21.378285 6.111404 -0.053 -0.202 -0.099 0.026
H -8.060105 -19.878559 5.943355 -0.349 0.579 -0.030 -0.039
O -7.852993 -19.763780 -1.085841 -0.312 -0.299 -0.178 -0.047
H -7.077283 -19.573125 -1.613238 0.275 0.107 -0.129 0.028
H -7.581376 -19.583988 -0.185768 -0.072 0.263 0.165 -0.009
O -3.074489 -17.760825 5.828087 -0.248 0.250 0.379 -0.041
H -2.442135 -18.461834 5.986083 0.116 -0.242 0.135 0.054
H -2.948247 -17.526491 4.908639 0.004 0.106 -0.441 0.019
O -5.746337 -16.204355 5.582294 0.026 -0.037 -0.068 -0.030
H -5.169992 -16.959150 5.462508 0.480 -0.331 0.162 0.040
H -5.954843 -16.207492 6.516505 -0.190 0.250 0.369 0.020
O -3.610557 -11.158350 4.753181 0.385 0.084 0.547 -0.066
H -3.811173 -12.065209 4.984681 -0.065 -0.210 -0.068 -0.013
H -4.289693 -10.915440 4.123906 -0.402 0.295 -0.241 -0.021
O -4.739058 -11.010451 0.882307 -0.667 0.373 0.312 -0.043
H -5.524976 -11.111629 0.345352 -0.169 0.101 -0.410 0.048
H -4.051117 -11.454979 0.386974 0.291 -0.468 -0.091 0.000
O -11.100848 -15.440528 4.441152 -0.603 -0.569 0.537 -0.071
H -10.514749 -14.788961 4.056216 0.646 0.295 -0.407 -0.038
H -11.876439 -14.942694 4.699696 -0.222 0.001 0.051 0.019
O -8.714861 -18.150895 5.967837 -0.237 -0.214 -0.666 -0.049
H -9.481161 -17.928087 6.496382 -0.235 0.160 0.037 0.067
H -7.976254 -17.771777 6.444249 0.278 0.176 0.461 0.005
O -1.568910 -11.923754 2.904063 0.253 0.044 0.091 -0.043
H -1.950286 -12.511210 2.251628 -0.363 -0.151 -0.319 -0.019
H -0.633937 -12.128550 2.894037 0.336 0.031 0.018 0.036
O -4.169496 -18.324836 8.639696 0.295 0.125 0.296 -0.045
H -4.149224 -18.027390 7.730113 0.087 0.011 -0.414 -0.014
H -4.684957 -19.131072 8.617106 -0.268 -0.204 0.034 0.046
O -4.242620 -18.144773 -1.222762 0.656 -1.037 -0.777 -0.073
H -3.784810 -17.990463 -0.396427 -0.214 0.135 0.105 -0.017
H -4.973038 -17.526225 -1.211586 -0.167 0.484 0.211 -0.022
O -5.783904 -9.954363 3.290896 -0.396 0.071 0.524 -0.044
H -5.954465 -10.481680 2.510454 0.192 -0.157 -0.248 0.013
H -5.492935 -9.108524 2.950138 0.198 0.192 -0.091 0.058
O -2.899386 -14.680597 4.182954 -0.444 -0.387 0.027 -0.028
H -2.402593 -14.596695 3.369077 0.145 0.207 -0.226 0.026
H -2.232812 -14.795378 4.860247 0.180 0.082 0.246 0.046
O -5.893593 -16.332822 3.005188 0.212 -0.563 -0.625 -0.037
H -6.003329 -16.309533 3.955798 -0.393 0.028 0.474 -0.017
H -5.862419 -15.412310 2.744587 -0.070 0.459 -0.500 0.000
O -6.127820 -14.499238 -2.877542 0.103 0.410 -0.086 -0.056
H -6.552965 -14.852141 -3.659164 -0.076 -0.070 -0.177 0.029
H -6.367442 -15.107732 -2.178574 -0.021 -0.419 0.370 -0.007
O -9.216657 -13.960338 3.207991 -0.160 -0.172 -0.472 -0.034
H -8.931855 -13.131145 3.592109 0.290 0.706 0.409 0.005
H -8.403582 -14.426041 3.012397 0.082 -0.322 -0.013 0.039
```
Positions in Å, forces in eV/Å.

Properties
total charge = 0
energy relative to the best compared isomer or geometry (same formula, charge and spin) = 352.64 kJ/mol

***

Question: total charge of number 4 (C30H44BeBrClN2P2)?
Answer: +2

***

Question: Which of these has the highest energy relative to the best compared isomer or geometry (same formula, charge and spin)?
Answer: C9H11B

***

Question: What is the formula in the first record?
Answer: C2H7O2Tb